1.
The following is a quantum chemistry calculation of C39H42F7I2N5O11S5 as an isolated structure, from the OMol25 dataset.

The geometry in XYZ format:
```
111
Properties=species:S:1:pos:R:3:forces:R:3
C 3.8283 -3.6703 2.4730 0.46 -0.48 -0.44
C 2.5833 -2.6453 2.4637 0.55 -1.47 3.55
C 1.9611 -2.5406 3.9815 0.29 0.45 -0.66
N 2.0158 -1.8970 1.6408 -0.35 1.74 0.14
C 2.0788 -1.4637 0.3110 0.78 -2.37 -1.73
C 2.8022 -2.5472 -0.6132 0.58 -1.67 -1.83
C 1.8503 -3.7712 -1.1494 1.11 0.13 -0.58
C 1.3121 -4.7833 -0.0579 -0.40 -1.95 -1.05
S -0.5690 -4.6458 0.0207 0.14 -0.17 1.79
C -1.0714 -5.7557 1.4030 0.96 -0.71 -0.06
S -0.1730 -7.1519 1.6731 -1.16 1.65 -0.07
N -2.2610 -5.3492 2.1792 1.58 -1.54 -0.07
C -1.8479 -4.8985 3.5579 -0.19 1.46 0.97
C -3.1547 -4.1320 4.1590 1.56 -0.34 -1.50
O -4.1417 -5.1624 4.4053 0.13 0.38 -1.18
C -4.4898 -5.8555 3.1679 0.54 -0.28 -1.15
C -3.1829 -6.5019 2.4325 -1.21 -0.47 0.94
O 0.6688 -1.5797 -0.1783 0.13 1.73 1.51
S -0.4500 -1.0683 0.9328 -7.19 -4.04 1.47
O -0.8351 -2.0623 2.0261 2.95 2.96 -2.17
O -1.7825 -0.9120 0.1989 4.78 0.85 0.64
C 0.2330 0.5250 1.5865 0.98 0.24 -0.90
I -1.4193 1.9774 1.6574 -0.10 -0.98 1.86
C 1.3109 1.1003 0.4714 -1.94 0.46 1.35
S 1.7810 2.7292 1.2405 1.07 0.29 0.01
I -0.0690 1.6140 -1.1930 1.42 -0.54 -1.38
C 2.5382 0.1340 0.0875 -0.82 0.72 -0.46
C 3.0467 0.3450 -1.3965 0.57 -3.08 -0.51
C 3.2372 1.6047 -2.2671 -0.89 1.25 -2.40
C 3.6098 3.0600 -1.8196 4.79 2.42 -0.06
O 4.8376 3.4022 -1.9008 -4.49 -1.80 0.19
N 2.7305 4.2023 -1.4965 -0.40 -0.60 -2.02
C 2.6158 5.1092 -2.6951 -0.79 1.57 -2.96
C 1.6472 4.5688 -3.8181 0.91 2.85 -1.02
C 1.3357 5.3523 -5.1173 2.99 1.82 3.71
C 2.0462 6.7533 -5.2564 0.39 -2.51 2.67
C 3.0244 7.2785 -4.1496 -1.88 -2.67 -0.18
C 3.3271 6.4706 -2.8297 -2.84 -1.65 -3.12
S 3.9831 0.2588 1.3129 0.03 -4.63 5.32
O 4.8430 -0.9969 1.1596 -2.24 3.90 -0.62
O 3.4432 0.3994 2.7352 0.98 0.43 -4.58
C 5.2580 1.5672 1.1754 2.90 4.16 1.85
F 5.8205 1.6577 2.5209 -1.43 -0.85 -2.79
F 4.8760 2.9026 0.9610 0.06 -3.30 -0.04
C 6.5764 1.2691 0.3017 1.19 1.71 -2.12
F 6.3913 0.4985 -0.8603 -0.15 1.46 2.57
F 7.0425 2.5601 -0.1446 -1.10 -3.11 1.03
C 7.8437 0.6840 1.0888 3.49 -1.09 -0.04
F 8.5840 1.6788 1.8049 -2.55 -2.68 -1.58
F 8.7622 0.2564 0.0635 -2.30 0.99 2.35
F 7.6298 -0.4418 1.8879 0.19 3.00 -1.69
H 3.8126 -4.3847 3.3832 -0.43 1.44 -1.38
H 4.8443 -3.1215 2.5531 -1.81 -0.65 -0.42
H 3.8375 -4.3792 1.5578 0.10 1.42 1.36
H 2.5911 -1.7393 4.5334 -0.78 -1.47 -0.83
H 1.9972 -3.5454 4.5195 0.08 1.44 -0.70
H 0.8921 -2.1415 3.9692 1.43 -0.66 -0.30
H 3.2355 -2.2055 -1.6163 -0.67 0.13 1.62
H 3.7030 -3.0858 -0.1275 -1.60 1.43 -0.26
H 2.5831 -4.3789 -1.8163 -1.12 0.99 1.15
H 1.0632 -3.3980 -1.9125 1.02 -0.56 1.65
H 1.4759 -5.8540 -0.4734 -0.12 1.78 0.80
H 1.8068 -4.7842 0.9625 -0.85 0.42 -1.25
H -0.9196 -4.2216 3.5318 -1.54 -0.82 -0.24
H -1.6161 -5.7716 4.2637 -0.26 0.93 -1.14
H -3.4822 -3.4127 3.3106 0.30 -1.00 1.50
H -2.8620 -3.5444 5.0968 -0.83 -1.14 -1.14
H -5.2425 -6.6732 3.4237 1.09 1.17 -0.21
H -4.9438 -5.1404 2.3835 0.51 -0.82 1.35
H -2.7427 -7.2843 3.1540 -0.36 1.16 -1.05
H -3.4552 -7.0595 1.4729 0.20 1.07 1.22
H 0.6934 0.3957 2.6214 -0.62 -0.01 -1.50
H 0.9584 3.7417 0.7497 0.45 -1.47 -0.07
H 2.3283 -0.3298 -2.0216 1.11 1.21 1.16
H 4.0371 -0.2659 -1.4379 -1.56 1.16 0.18
H 2.3142 1.7482 -2.9634 1.29 -0.29 1.51
H 4.0441 1.3380 -3.0646 -1.08 0.53 1.79
H 1.7554 3.9266 -1.3250 0.61 -0.27 -0.04
H 1.1068 3.5580 -3.6810 1.09 1.78 -0.01
H 0.6061 4.9450 -5.8890 1.20 0.71 1.18
H 1.7893 7.3417 -6.2037 0.69 -0.71 1.77
H 3.4733 8.3167 -4.3571 -0.66 -1.90 0.63
H 4.0100 6.8661 -2.0127 -1.03 -0.66 -1.31
C -1.9616 7.6049 -0.5594 0.01 0.00 -0.04
C -0.7405 7.3466 -1.1757 -0.27 0.12 -0.09
C -0.5036 7.7988 -2.4696 0.13 -0.02 -0.09
C -1.4977 8.5142 -3.1360 -0.12 -0.31 0.87
C -2.7252 8.7695 -2.5275 -0.09 0.06 -0.02
C -2.9539 8.3108 -1.2344 0.25 -0.07 -0.08
N -1.2422 9.0134 -4.4889 0.06 0.25 -0.59
O -0.1598 8.7516 -4.9934 -0.57 0.18 0.24
O -2.1220 9.6649 -5.0336 0.42 -0.36 0.30
H -2.1409 7.2551 0.4531 0.01 0.04 -0.12
H 0.0290 6.7947 -0.6455 -0.03 0.08 -0.12
H 0.4530 7.5907 -2.9389 -0.16 0.10 -0.11
H -3.5051 9.3210 -3.0413 0.25 -0.06 -0.08
H -3.9048 8.5066 -0.7500 0.10 0.00 -0.10
C -9.9241 -2.8399 0.0839 0.02 -0.03 0.00
C -8.7249 -2.7481 -0.6165 -0.11 -0.21 0.14
C -7.8727 -3.8452 -0.6856 0.08 0.02 -0.06
C -8.2348 -5.0328 -0.0521 -0.53 0.70 0.03
C -9.4305 -5.1287 0.6571 -0.06 -0.07 0.05
C -10.2751 -4.0255 0.7232 0.22 0.06 -0.15
N -7.3524 -6.1985 -0.1432 0.44 -0.53 -0.05
O -6.3026 -6.0717 -0.7578 -0.55 -0.04 0.34
O -7.7173 -7.2331 0.3973 0.17 0.54 -0.24
H -10.5895 -1.9830 0.1310 0.09 -0.10 0.00
H -8.4557 -1.8209 -1.1116 0.02 -0.14 0.05
H -6.9412 -3.7607 -1.2345 -0.09 -0.22 0.13
H -9.7170 -6.0477 1.1568 0.22 0.05 -0.15
H -11.2098 -4.0903 1.2702 0.13 -0.04 -0.05
```
Positions in Å, forces in eV/Å.

total charge = 0
max |F| = 8.38 eV/A
E_LUMO = -1.58 eV
orbital gap = 6.85 eV

These are the Mulliken partial charges, in e, on atoms 1 to 8: C -1.35; C 0.97; C -1.23; N 0.00; C -0.28; C -0.53; C -0.96; C -0.48

2.
The following is a quantum chemistry calculation of a 2-piece molecular cluster, C2H5OP overall, from the OMol25 dataset.

The geometry in XYZ format:
```
9
Properties=species:S:1:pos:R:3:forces:R:3
C -0.4676 -0.8716 -0.7290 -1.82 -0.32 -2.49
C -0.0217 0.5003 -0.8144 0.54 2.66 3.86
O 0.7880 -0.3981 -1.3164 0.83 -1.14 -0.98
P 0.7707 1.2409 1.5700 -1.97 -1.38 -1.45
H -0.4234 -1.5105 0.1705 0.03 0.65 -0.66
H -1.1966 -1.1169 -1.6159 1.28 -0.17 2.11
H -0.3466 1.4793 -1.2645 0.27 -1.40 0.28
H 1.4347 0.0751 2.1286 -0.17 0.32 -0.72
H -0.5374 0.6015 1.8710 0.99 0.78 0.05
```
Positions in Å, forces in eV/Å.

total charge = 0
max |F| = 4.71 eV/A
E_LUMO = 0.12 eV
orbital gap = 8.18 eV

These are the Mulliken partial charges, in e, on atoms 1 to 8: C -0.15; C -0.27; O -0.31; P -0.08; H 0.27; H 0.20; H 0.30; H 0.03

3.
The following is a quantum chemistry calculation of C33H32CsN4P2 as an isolated structure, from the OMol25 dataset.

The geometry in XYZ format:
```
72
Properties=species:S:1:pos:R:3:forces:R:3
Cs -1.3656 0.9438 -1.5320 -0.16 0.14 0.08
C 0.6491 -0.6493 2.4547 0.21 -1.34 0.36
C -0.5993 0.1484 2.8966 0.77 -0.10 0.11
P -2.0515 -0.0532 1.7906 0.21 0.27 -0.39
C -3.0333 -1.2690 2.6792 -0.59 0.07 -0.40
C -3.5265 -2.3410 1.9342 0.69 0.44 0.53
C -4.2483 -3.3262 2.5624 -0.85 -0.97 -0.10
C -4.5578 -3.2207 3.9179 -0.28 0.39 0.16
C -4.1387 -2.1011 4.6406 -0.13 0.35 0.28
C -3.4050 -1.0995 4.0070 0.10 -0.84 0.04
C -2.9534 1.4973 2.1310 0.40 1.09 -0.24
C -2.2563 2.7470 1.9917 -0.92 -1.07 0.57
C -2.8986 3.9121 2.3603 -0.05 1.16 -0.43
C -4.2185 3.8907 2.8338 -0.10 0.64 0.29
C -4.9158 2.7017 2.8714 -0.16 -0.21 -0.07
C -4.3073 1.5132 2.4712 0.02 -0.50 -0.14
C 1.8597 0.1728 2.0132 0.66 0.26 0.40
P 1.8678 0.6487 0.2289 -0.42 -0.31 0.23
C 3.0795 1.9771 0.2005 0.47 0.31 -0.86
C 2.9223 2.9624 -0.7973 -0.96 -0.59 0.70
C 3.8374 3.9800 -0.9301 0.34 0.45 0.28
C 4.8838 4.0876 -0.0050 0.22 -0.20 -0.69
C 5.0701 3.0953 0.9515 0.07 0.23 0.03
C 4.2064 2.0063 1.0131 -0.16 0.66 -0.33
C 2.7581 -0.7947 -0.4612 -0.44 -0.34 -0.59
C 2.0022 -1.9559 -0.6631 0.54 0.01 -0.09
C 2.5362 -3.0792 -1.3030 -1.09 -0.46 0.28
C 3.8449 -3.0887 -1.7170 0.96 0.62 0.00
C 4.5925 -1.9126 -1.5215 0.82 -0.84 -0.63
C 4.0617 -0.7779 -0.9513 -0.34 0.34 0.12
H 0.3746 -1.3779 1.6695 0.10 0.25 0.23
H 0.9743 -1.2955 3.3033 -0.23 0.47 -0.50
H -0.3180 1.2068 2.9106 -0.27 -0.12 0.31
H -0.8646 -0.2092 3.9030 -0.04 0.55 -0.24
H -3.2952 -2.3561 0.8822 -0.01 -0.30 -0.22
H -4.6209 -4.1728 1.9670 0.13 0.38 0.43
H -5.2329 -3.9228 4.4121 0.45 -0.05 -0.26
H -4.4187 -1.9722 5.6979 0.10 -0.17 -0.62
H -3.1111 -0.1937 4.5107 0.04 0.05 0.33
H -1.2184 2.7893 1.6704 -0.10 -0.10 0.00
H -2.3937 4.8902 2.2016 -0.33 -0.83 0.36
H -4.7368 4.8043 3.1907 0.62 -0.59 -0.42
H -5.9421 2.6962 3.2284 0.11 -0.05 -0.15
H -4.8898 0.5719 2.4148 0.44 0.72 0.33
H 2.8303 -0.3271 2.2383 -0.77 0.05 -0.12
H 1.8982 1.1051 2.5917 -0.09 -0.04 -0.08
H 1.9828 2.9295 -1.3724 0.70 0.07 -0.05
H 3.7232 4.7162 -1.7174 0.02 0.01 0.09
H 5.6216 4.8874 -0.1282 -0.38 -0.22 0.26
H 5.8918 3.1911 1.6526 0.02 -0.17 -0.11
H 4.4034 1.1815 1.6622 0.12 -0.24 0.55
H 0.9892 -1.9714 -0.3064 -0.42 -0.14 -0.08
H 1.8876 -3.9541 -1.4691 0.37 0.45 0.16
H 4.3264 -3.9597 -2.1852 -0.41 0.45 0.24
H 5.6350 -1.9079 -1.8600 -0.41 0.10 0.10
H 4.6114 0.1545 -0.9265 0.26 -0.15 0.11
N 0.5198 -0.2232 -6.0555 -0.47 -0.39 -0.11
C 0.5479 1.1269 -6.4140 -0.40 -0.14 0.59
C -0.0513 1.7866 -5.3460 0.51 -1.04 -0.37
N -0.4393 0.8628 -4.3781 0.09 -0.73 -1.03
C -0.1349 -0.3552 -4.8597 0.24 1.14 0.11
C -0.4816 -1.6591 -4.2179 -0.44 0.65 1.74
N -1.1555 -1.7392 -3.0480 0.28 -0.99 -1.63
C -1.3287 -3.1081 -2.8141 1.53 0.56 -1.06
C -0.6483 -3.8471 -3.7820 -0.72 1.52 0.28
N -0.1448 -2.8912 -4.6713 -0.29 0.10 0.37
H 0.8397 -1.0322 -6.5947 -0.13 0.94 0.05
H 0.9077 1.4673 -7.3983 -0.13 -0.29 0.91
H -0.2027 2.8667 -5.2202 0.06 -0.76 -0.06
H -1.8552 -3.4426 -1.9333 0.07 -0.12 -0.15
H -0.5242 -4.9031 -3.9373 0.00 0.01 -0.05
H 0.3480 -3.0283 -5.5396 -0.04 -0.50 0.21
```
Positions in Å, forces in eV/Å.

total charge = +1
max |F| = 1.95 eV/A
E_LUMO = -2.10 eV
orbital gap = 8.41 eV

These are the Mulliken partial charges, in e, on atoms 1 to 8: Cs 1.36; C -0.42; C -0.83; P 0.44; C -0.10; C -0.38; C -0.49; C -0.47